(1)
{"formula": "C4H9PS2", "method": "ωB97M-V/def2-TZVPD", "species": ["C", "C", "C", "C", "P", "S", "S", "H", "H", "H", "H", "H", "H", "H", "H", "H"], "positions_angstrom": [[0.57, 0.28, -0.81], [-2.12, -1.85, 1.12], [-0.56, -0.62, -0.56], [-1.20, -0.64, 0.81], [2.73, 2.37, -1.10], [1.39, 1.29, 0.21], [2.51, 2.26, -2.98], [-1.45, -2.68, 1.35], [-2.32, -1.55, 2.14], [-2.95, -2.15, 0.47], [-1.36, -0.47, -1.39], [0.05, -1.54, -0.58], [-1.65, 0.40, 0.95], [-0.40, -0.60, 1.58], [2.85, 3.65, -0.62], [3.91, 1.84, -0.59]], "lowdin_charge": [-0.491, -0.100, -0.358, -0.322, -0.002, 0.593, 0.113, 0.067, 0.058, 0.079, 0.154, 0.129, 0.125, 0.099, -0.071, -0.073], "total_energy_ha": -1295.40405, "total_charge": 0, "homo_ev": -7.9, "relative_energy_ev": 2.562}

=====

(2)
{"formula": "H18O9", "method": "ωB97M-V/def2-TZVPD", "species": ["O", "H", "H", "O", "H", "H", "O", "H", "H", "O", "H", "H", "O", "H", "H", "O", "H", "H", "O", "H", "H", "O", "H", "H", "O", "H", "H"], "positions_angstrom": [[0.06, -1.84, -0.19], [0.76, -2.44, -0.45], [-0.43, -2.32, 0.48], [1.57, 0.70, -1.38], [1.57, 1.22, -0.57], [1.86, 1.32, -2.05], [-2.63, -0.40, 0.28], [-2.02, 0.08, -0.28], [-3.18, -0.89, -0.34], [0.26, -0.66, -1.99], [0.32, -1.11, -1.15], [0.68, 0.19, -1.84], [0.78, -1.31, 1.80], [0.93, -0.57, 2.40], [-0.15, -1.28, 1.61], [-0.46, 2.51, -0.58], [-0.17, 2.50, -1.50], [0.35, 2.52, -0.08], [-0.66, 0.22, -0.22], [0.12, 0.76, -0.34], [-0.32, -0.65, 0.02], [1.79, 1.83, 0.28], [2.20, 2.61, 0.65], [1.26, 1.47, 1.00], [-1.16, -1.30, 1.55], [-1.55, -2.01, 2.05], [-1.78, -1.13, 0.84]], "lowdin_charge": [-0.011, 0.159, 0.104, 0.056, -0.235, 0.125, 0.057, -0.003, 0.102, -0.099, -0.131, -0.217, -0.065, 0.029, -0.349, -0.022, 0.064, -0.009, -0.094, 0.028, -0.074, 0.138, 0.158, 0.131, 0.088, 0.152, -0.084], "total_energy_ha": -687.38427, "total_charge": 0, "homo_ev": -7.2, "relative_energy_ev": 17.457}

=====

Asked for Kohn-Sham gap across the records above, the calculation gives 7.888 6.964 eV in order.